122
Properties=species:S:1:pos:R:3:forces:R:3:mulliken_charge:R:1 method="wB97M-V/def2-TZVPD" fmax_ha_per_bohr=0.069 e_tot_ev=-84333.3556 charge=-2
N 2.952 1.003 -1.085 -0.4258 1.0169 0.2163 0.0362
H -1.198 -0.131 3.372 -0.0559 0.4508 0.0988 -0.0106
H -1.351 -6.646 2.481 0.2541 -0.1232 0.3924 0.1389
C -4.058 -0.036 1.933 -1.9275 -0.3516 -0.8904 0.2586
H -0.123 -1.994 -2.288 0.1741 0.2766 0.6430 -0.7106
O -4.795 -4.183 -3.019 -0.2077 0.3631 0.6089 -0.7456
O -0.457 -4.866 -2.490 -0.3593 -0.2092 0.2365 -0.9041
H -0.222 -1.335 6.387 0.1903 -0.4840 0.6685 0.1227
N 4.299 -3.915 -2.170 1.8026 0.4255 0.5577 -0.4240
N -3.133 0.964 1.841 0.4877 0.3502 0.4967 0.1893
N -3.897 -2.213 -2.289 -1.4481 -0.1326 -1.4914 -0.1286
H -1.413 -2.225 -3.725 0.0207 -0.3185 -0.0513 0.4653
H 1.195 -4.459 -2.549 0.2312 -0.1869 0.0398 0.2673
H -0.750 2.733 -1.114 0.0034 0.1489 -0.8320 0.2808
C 0.480 -2.646 -4.758 -0.7049 0.3211 -0.7589 0.1094
H 5.109 -4.019 -1.584 -0.3153 -0.4082 0.2372 0.2576
O 2.836 -5.153 -0.876 0.6122 0.7640 1.0975 -0.8275
C 0.238 3.779 -2.464 0.2650 0.6375 -3.1346 0.4650
N 3.855 -1.017 -0.544 0.6159 -0.6864 -0.2604 -0.2583
C 2.964 5.146 1.964 0.3904 -1.0418 1.6595 -1.9459
H 0.253 5.246 -0.183 -0.0822 0.1993 1.6881 0.3361
N 0.623 3.708 -3.793 -0.4016 -0.8754 0.7496 -0.2893
C -1.283 3.747 3.624 0.6291 0.5858 0.3612 -1.8127
H -3.563 1.874 1.806 0.1042 0.0194 0.0737 0.3332
H 3.657 5.585 1.252 -0.0061 0.1257 0.0856 0.4429
H 1.017 -1.664 -0.957 0.1550 -0.4947 0.0540 -0.0163
H -3.612 -5.153 -1.190 0.3372 0.1267 0.3104 0.1590
H 4.305 -1.832 -0.920 0.0562 -0.0577 0.1255 0.1192
H -4.322 -1.878 -3.145 0.2170 0.5820 0.4337 0.2047
H 0.404 0.799 -1.106 0.1570 -0.2423 -0.3841 -0.0415
H 0.659 2.792 -0.362 0.6913 0.2579 0.4287 -1.6296
O -1.375 0.287 -3.786 -0.4362 0.5063 -1.6669 -0.9699
C 1.810 -0.543 -5.354 0.0325 -3.0849 0.3259 -1.4814
H -2.343 0.787 1.223 0.0575 -0.0921 -0.0226 -0.8790
C -0.648 0.560 -1.272 1.6360 -1.0875 2.8108 1.4322
H 0.482 7.415 1.442 -0.1716 -0.3892 -0.0961 0.4447
C -0.481 -1.823 -4.100 0.3367 0.6948 -1.9084 -0.3267
H -2.864 1.672 -1.001 -0.3652 -0.0333 -0.2667 0.1846
N -0.508 2.712 -2.089 0.3936 3.4888 -0.5664 -0.0902
H 0.736 -0.206 1.843 -0.0582 0.0668 -0.5900 -0.1023
C 1.507 7.026 1.415 -1.4518 0.9594 0.9861 -2.0143
O 1.574 0.168 2.209 0.0282 -0.0843 0.1093 -0.9112
H 1.199 3.488 4.696 -0.1543 -0.4435 0.3584 0.7507
N -0.078 -2.029 5.684 0.0256 0.3022 -1.3245 -0.4710
H -1.758 2.765 3.630 0.2924 -0.1729 -0.1774 0.2033
H -2.329 0.595 -1.948 -1.1410 0.0698 -0.0542 0.5038
H -0.580 1.886 -2.663 -0.0869 0.8129 -0.3199 0.5918
H -0.251 -4.485 -3.363 -0.5217 -0.1125 -0.6852 0.3611
H 1.855 7.320 0.427 0.6341 -0.2805 0.1404 0.3476
H 1.023 5.366 4.562 0.2062 0.1334 -0.1383 0.3873
H 2.692 1.659 -1.802 0.0609 0.0460 -0.0020 0.0901
H 1.142 4.403 -4.286 0.1787 0.3470 0.4933 0.2023
H 0.242 -2.971 5.792 0.1445 0.1416 0.4813 0.2443
H -1.185 1.403 -0.824 0.5693 -1.8989 0.8897 -1.7586
N -3.636 -1.225 1.431 0.4188 0.6238 0.6005 0.2196
O -0.136 -2.343 3.419 0.1694 -0.4125 0.3948 -0.6759
O -1.951 -3.789 1.304 0.1974 0.1242 1.2662 -0.0100
O 0.516 4.745 -1.756 -0.8740 -0.5004 -2.7130 -0.7536
H 4.520 -3.506 -3.060 -0.6157 0.2040 -0.2272 0.1803
O -3.014 0.764 -1.276 -2.3067 0.1454 -0.4193 -0.8015
C -0.314 -1.619 4.390 -0.7325 0.1618 0.2118 0.4989
H -4.147 -4.768 1.895 0.0161 -0.2014 -0.2141 0.2504
O 0.581 1.377 -5.543 -0.7520 -0.3545 1.1591 -0.9445
C 0.916 3.296 0.568 -0.3116 0.7435 0.5146 2.0148
N 2.144 -4.222 -2.812 1.0378 -0.0500 1.3040 -0.0768
N -3.364 -5.329 2.185 -0.1569 0.5655 0.1360 -0.4499
C -4.150 -3.544 -2.191 1.7633 0.0706 -0.2601 0.4748
N -1.118 -5.696 2.285 -0.0093 1.0065 0.1610 -0.3634
H 2.303 0.852 -0.330 -0.0416 -0.0933 -0.0509 -0.1962
Li -0.384 -2.629 1.548 0.1889 0.7955 -0.5399 0.2500
H 1.511 -4.480 0.572 0.2963 0.1452 -0.4351 0.2488
C -0.023 -1.894 -1.205 -0.3240 0.8990 0.8170 -0.9037
H -0.208 -5.299 2.463 0.1867 -0.2691 -0.4284 0.2420
H 1.950 7.568 2.255 0.5874 0.1289 -0.3498 0.3801
C 3.815 0.033 -1.433 0.5385 -0.5445 -0.1098 0.4959
H -3.485 -6.310 2.336 -0.2088 -0.0543 0.1677 0.1562
C 3.093 -4.430 -1.848 -2.0512 -0.8987 -2.3372 0.6115
H 3.580 -1.034 0.421 -0.4189 0.4119 -0.1124 0.1946
H 2.085 -3.703 1.772 -0.0111 0.0836 -0.1426 0.1632
N -3.364 -4.176 -1.250 -1.0232 -0.9848 -0.2158 -0.0133
H 3.238 5.372 3.003 0.1946 0.7815 -0.1281 0.3659
H -1.084 -4.246 -2.100 -0.1196 -0.0678 -0.0691 0.2168
H 1.313 1.004 2.612 0.1360 -0.2732 -0.1975 0.3601
H 1.908 4.904 -0.295 -0.0633 0.5012 0.3729 0.6160
C 0.095 3.777 2.885 -1.1281 0.0993 0.7406 1.6581
H 0.482 2.830 -4.292 -0.0250 -0.0797 -0.4140 0.1716
H -3.569 -1.552 -1.609 0.1449 -0.0737 0.2822 -0.0441
C -0.886 -0.762 -0.594 -0.6354 -1.5059 0.2388 3.6098
H -4.266 -1.997 1.366 0.0171 -0.0562 0.2041 0.1252
C 1.527 5.542 1.699 -0.9204 -1.2843 -1.3864 2.5446
C 1.825 -2.010 -5.273 -1.0897 2.6002 0.2356 0.5702
C 1.065 4.819 0.405 2.3290 -0.3994 0.6572 -2.2663
N 0.507 5.170 2.702 -0.0147 0.4367 -0.9687 0.3033
H 1.809 2.808 0.967 0.1610 0.1642 -0.1308 -0.0258
H -1.129 3.435 1.054 -0.1960 0.4947 0.4596 0.8532
H 0.439 2.021 3.962 0.6356 -0.3742 0.4189 0.4054
O 0.637 5.937 3.878 -0.0688 -0.3651 0.7182 -0.4963
H -2.631 -1.274 1.326 0.5210 -0.5816 -0.5770 -0.1535
H -0.336 2.059 1.773 -0.2164 -0.0481 -0.1028 -0.8670
O 1.269 -3.872 1.292 -0.3517 -0.2591 0.4532 -0.3820
H -0.396 -2.825 -0.774 0.4712 -0.1882 0.2736 0.1607
C 0.654 0.187 -5.093 1.0677 1.5190 -1.5222 0.9665
H 2.684 -0.116 -5.822 -0.1338 0.3608 -0.0315 0.4021
N -0.864 -0.382 4.295 0.4329 -0.7728 -0.4609 -0.1451
O 0.250 -3.833 -5.045 0.4431 -0.4606 0.6338 -0.8307
H 3.135 4.065 2.002 -0.2062 -0.0201 -0.6840 0.2661
C -2.116 -4.829 1.944 -0.1597 -1.0689 -1.4275 0.3633
O -0.762 -0.723 0.815 0.3874 -0.2289 0.8799 1.1196
H -1.116 4.042 4.664 -0.3172 0.1351 0.0453 0.3803
O 4.517 0.055 -2.437 -0.3423 -0.0709 0.3250 -0.6912
H -1.925 -1.108 -0.738 0.1347 0.2968 -0.4745 -2.4082
C -0.492 -0.438 -4.323 0.0590 -0.9245 0.9674 1.2135
H 2.052 2.775 3.385 -0.1904 -0.5210 -0.2603 0.1121
O 2.739 -2.731 -5.656 0.4293 -0.6843 0.2793 -0.7718
H 2.344 -3.865 -3.729 0.1591 0.2315 -0.2421 0.1614
O -5.218 0.154 2.322 0.6791 0.0227 0.1587 -0.8120
H -2.955 -3.718 -0.460 0.1226 0.2335 0.2637 -0.1670
C 1.047 2.903 3.784 -0.5735 1.6922 -0.6946 -1.8368
H -1.979 4.437 3.150 0.0896 0.1392 0.0389 0.4471
H -0.950 0.179 5.116 -0.3471 0.4162 -0.1770 0.1991
C -0.205 3.125 1.545 0.5376 -1.4034 0.0438 -0.1008
H -0.909 0.573 -2.331 0.7145 -1.0868 0.8446 0.0331


13
Properties=species:S:1:pos:R:3:forces:R:3:mulliken_charge:R:1 method="wB97M-V/def2-TZVPD" fmax_ha_per_bohr=0.055 relative_energy_kcal_mol=60.5 e_tot_ev=-72568.1830
H -2.355 1.969 -1.701 0.5540 -0.7371 0.1311 0.2985
H 2.495 -1.101 2.047 0.4503 -0.3376 1.1619 0.3905
N 1.325 0.000 -0.746 -0.7533 0.6896 0.2161 -0.0854
C 0.092 0.195 -0.758 2.7784 0.3805 0.5180 -0.0966
H -2.250 0.982 -0.068 -1.0042 0.4443 -2.4826 0.2697
C 2.225 -0.338 0.122 0.5753 0.4772 -0.2608 -0.5016
H 3.277 -0.056 0.006 -0.4706 -0.3650 -0.3352 0.3520
Se -1.189 -0.547 -1.695 -2.4585 0.7045 -0.8834 0.1737
H -3.562 0.664 -1.449 1.2620 0.1092 0.4824 0.3084
N 0.470 -0.786 1.576 -0.5722 -0.9127 1.0098 -0.5424
C -2.501 0.984 -1.225 -0.2180 -1.1713 1.9006 -0.8591
C 1.726 -0.789 1.386 -0.1181 0.2457 -1.0006 0.0730
H 0.248 -1.176 2.506 -0.0249 0.4728 -0.4573 0.2192


9
Properties=species:S:1:pos:R:3:forces:R:3:mulliken_charge:R:1 method="wB97M-V/def2-TZVPD" fmax_ha_per_bohr=0.051 relative_energy_kcal_mol=83.8 e_tot_ev=-75715.7470
C -2.579 1.205 -0.427 -1.3952 -2.0867 -0.3264 -0.0475
H -3.327 0.372 -0.942 1.3337 1.9102 1.2057 0.1735
O -2.754 1.628 0.688 0.3297 -0.2248 -1.3496 -0.3583
H -0.361 -4.855 0.081 0.7401 0.5495 0.0440 0.0032
C -3.248 3.265 3.611 -1.9008 -0.4904 -0.8431 0.2646
N -4.278 2.936 3.203 0.6719 0.1370 0.4185 -0.3330
H 0.255 -4.398 0.118 -0.7402 -0.5490 -0.0441 -0.0032
H -1.697 1.400 -1.081 -0.2148 0.3951 0.4574 0.2222
Br -1.703 3.874 4.158 1.1757 0.3591 0.4375 0.0784


12
Properties=species:S:1:pos:R:3:forces:R:3:mulliken_charge:R:1 method="wB97M-V/def2-TZVPD" fmax_ha_per_bohr=0.154 relative_energy_kcal_mol=139.6 e_tot_ev=-10819.6333
C -0.915 0.216 0.090 1.9742 -2.1111 -1.7024 0.6200
O -1.797 -0.641 -0.116 -0.2519 2.2187 1.1778 -0.6463
N 0.417 -0.246 -0.023 -0.3529 2.4644 -0.6315 0.2049
O 1.548 0.605 -0.335 -3.0832 -0.3173 2.2998 -0.5154
H -0.350 -2.221 -0.229 2.0542 1.0137 0.5075 0.3277
H 1.245 -1.874 0.912 -1.3082 -0.2450 -2.0249 0.2524
O 0.079 2.434 -0.067 -7.1350 -2.1150 2.6950 -0.4887
H -2.163 1.969 0.480 1.7976 0.8670 -0.5345 0.3253
H 0.976 1.582 0.112 1.5389 -1.3611 -2.0229 0.4544
C 0.655 -1.659 -0.091 1.3185 -1.3767 0.4518 -0.8285
H 1.377 -1.879 -0.964 -1.2229 0.3756 1.3422 0.2598
C -1.072 1.716 0.233 4.6707 0.5867 -1.5580 0.0345


13
Properties=species:S:1:pos:R:3:forces:R:3:mulliken_charge:R:1 method="wB97M-V/def2-TZVPD" fmax_ha_per_bohr=0.021 relative_energy_kcal_mol=114.8 e_tot_ev=-7794.6647
H 0.724 1.304 -0.507 0.0370 -0.1686 0.0472 0.3100
H 0.242 -0.123 1.463 0.1254 -0.0027 0.0007 0.4013
C -0.044 -0.687 -0.958 0.1429 0.0062 -0.0210 -0.1247
H 0.295 -1.721 -0.857 -0.0750 0.1300 -0.0554 0.2295
C -1.837 0.815 -0.141 -0.4100 0.7404 -0.1639 0.4415
H 1.598 0.500 2.046 -0.0685 -0.0791 -0.0671 0.3597
O 1.245 -0.220 1.497 -0.0127 0.1790 0.2205 -0.6427
H -1.454 -1.111 0.725 0.0855 0.1244 -0.0707 0.5104
H 2.060 0.033 -0.507 -0.1638 -0.0323 0.0489 0.2767
H -0.374 -0.520 -1.993 0.0313 0.0307 0.1447 0.3114
C 0.998 0.251 -0.502 -0.0144 0.0206 -0.2718 -0.4298
C -1.019 -0.304 0.143 -0.2222 -0.0743 -0.0580 -1.1102
N -2.432 1.782 -0.408 0.5444 -0.8742 0.2457 -0.5332